Computed, not measured: C59H75Br4GeInN6O2P3 as an isolated structure, with ωB97M-V/def2-TZVPD.

The energy comes out at -16359.3863 hartree. For the HOMO-LUMO gap (alpha / beta), the calculation gives 7.298 / 5.975 eV. As for the expectation value of S²: 0.7541. Its net charge is 0. Its spin multiplicity is 2. The relative energy (zero: lowest compared OMol25 entry of this formula, charge and spin) is 0.0 kcal/mol. Its LUMO energy (alpha / beta) is 0.3 / -1.1 eV.

Each line ends with the Löwdin spin population.
Element x y z (Å)
In  1.34  0.19  -0.80  0.04
C  -4.45  -3.87  0.80  0.00
C  -3.79  -2.92  -0.22  0.00
C  -4.68  -1.68  -0.38  0.00
P  -2.00  -2.42  -0.11  0.02
C  -1.52  -1.99  1.64  0.01
N  -2.12  -0.74  2.08  0.10
Ge  -1.71  0.88  1.12  0.37
N  -3.06  1.45  -0.11  0.09
C  -2.94  1.26  -1.55  0.00
P  -1.22  1.22  -2.22  0.07
C  -1.49  0.36  -3.85  0.01
C  -2.45  1.05  -4.81  0.00
C  -1.93  -1.09  -3.65  0.00
C  -0.90  2.98  -2.67  0.01
C  -2.08  3.88  -3.02  0.00
C  0.19  3.03  -3.75  0.00
C  -4.04  2.33  0.33  0.01
C  -4.91  3.08  -0.47  0.00
C  -5.76  4.01  0.09  0.00
C  -5.78  4.24  1.46  0.00
C  -4.98  3.45  2.28  0.00
C  -4.16  2.49  1.72  0.00
N  -3.40  1.53  2.49  0.01
C  -4.13  0.33  2.81  0.00
C  -5.43  0.32  3.26  0.00
C  -5.97  -0.86  3.77  0.00
C  -5.17  -1.98  3.83  0.00
C  -3.88  -1.98  3.31  0.00
C  -3.35  -0.84  2.72  0.01
C  -2.76  2.10  3.66  0.00
C  -3.39  2.23  4.88  0.00
C  -2.78  2.91  5.91  0.00
C  -1.54  3.49  5.67  0.00
C  -0.89  3.33  4.46  0.00
C  -1.46  2.56  3.43  0.01
N  -0.86  2.21  2.22  0.10
C  0.56  2.53  2.09  0.01
P  1.74  1.17  1.76  0.05
C  1.89  0.13  3.29  0.00
C  2.84  0.64  4.38  0.00
C  0.52  -0.14  3.94  0.00
C  3.31  2.16  1.60  0.01
C  3.62  3.21  2.68  0.00
C  4.54  1.31  1.30  0.00
C  -1.07  -4.02  -0.43  0.00
C  0.36  -3.93  0.08  0.00
C  -1.67  -5.35  0.02  0.00
H  -5.05  -4.62  0.28  0.00
H  -5.12  -3.31  1.45  0.00
H  -3.75  -4.41  1.43  0.00
H  -3.76  -3.42  -1.19  0.00
H  -4.68  -1.07  0.53  0.00
H  -5.72  -1.98  -0.57  0.00
H  -4.35  -1.05  -1.20  0.00
H  -0.43  -1.87  1.58  0.00
H  -1.69  -2.79  2.36  0.00
H  -3.40  2.10  -2.06  0.00
H  -3.47  0.37  -1.88  0.00
H  -0.49  0.35  -4.29  0.00
H  -3.44  1.17  -4.37  0.00
H  -2.57  0.42  -5.70  0.00
H  -2.10  2.03  -5.14  0.00
H  -3.01  -1.15  -3.56  0.00
H  -1.47  -1.55  -2.78  0.00
H  -1.65  -1.68  -4.53  0.00
H  -0.46  3.37  -1.76  0.00
H  -2.69  3.51  -3.85  0.00
H  -1.70  4.87  -3.30  0.00
H  -2.74  4.03  -2.16  0.00
H  -0.19  2.74  -4.73  0.00
H  1.04  2.37  -3.51  0.00
H  0.58  4.05  -3.83  0.00
H  -4.93  2.94  -1.54  0.00
H  -6.41  4.59  -0.56  0.00
H  -6.43  4.99  1.89  0.00
H  -5.00  3.58  3.35  0.00
H  -6.01  1.23  3.24  0.00
H  -6.99  -0.88  4.13  0.00
H  -5.56  -2.89  4.27  0.00
H  -3.31  -2.90  3.36  0.00
H  -4.37  1.79  5.02  0.00
H  -3.26  3.01  6.88  0.00
H  -1.06  4.09  6.44  0.00
H  0.05  3.83  4.33  0.00
H  0.90  2.99  3.01  0.00
H  0.74  3.25  1.28  0.00
H  2.28  -0.81  2.90  0.00
H  2.54  1.62  4.75  0.00
H  3.87  0.69  4.05  0.00
H  2.80  -0.05  5.23  0.00
H  0.17  0.74  4.47  0.00
H  0.63  -0.95  4.67  0.00
H  -0.25  -0.43  3.23  0.00
H  3.09  2.74  0.70  0.00
H  4.14  2.78  3.53  0.00
H  2.75  3.75  3.04  0.00
H  4.29  3.95  2.24  0.00
H  4.79  0.66  2.14  0.00
H  5.39  1.96  1.11  0.00
H  4.39  0.69  0.41  0.00
H  -1.02  -4.03  -1.52  0.00
H  0.40  -4.00  1.18  0.00
H  0.86  -3.02  -0.23  0.00
H  0.95  -4.77  -0.31  0.00
H  -1.72  -5.42  1.11  0.00
H  -1.02  -6.16  -0.32  0.00
H  -2.66  -5.54  -0.38  0.00
Br  3.99  6.60  -2.32  0.00
C  3.77  4.74  -2.16  0.00
C  4.73  3.86  -2.65  0.00
Br  6.27  4.52  -3.52  0.00
C  4.56  2.48  -2.49  0.00
Br  5.85  1.25  -3.10  0.00
C  3.44  1.95  -1.86  0.00
O  3.25  0.67  -1.65  0.00
C  2.43  2.85  -1.41  0.00
O  1.37  2.33  -0.81  0.00
C  2.63  4.22  -1.53  0.00
Br  1.32  5.34  -0.76  0.00
N  2.80  -1.42  0.42  0.00
C  3.86  -1.87  0.28  0.00
N  5.05  -2.34  0.05  0.00
C  5.83  -1.76  -1.06  0.00
C  7.27  -1.56  -0.61  0.00
C  7.84  -2.86  -0.06  0.00
C  6.98  -3.39  1.09  0.00
C  5.54  -3.59  0.63  0.00
H  5.35  -0.83  -1.37  0.00
H  5.79  -2.45  -1.91  0.00
H  7.29  -0.78  0.16  0.00
H  7.86  -1.19  -1.45  0.00
H  8.87  -2.72  0.27  0.00
H  7.87  -3.61  -0.86  0.00
H  6.98  -2.66  1.91  0.00
H  7.37  -4.32  1.48  0.00
H  4.88  -3.88  1.44  0.00
H  5.50  -4.37  -0.14  0.00
C  1.02  -1.37  -2.17  0.00
C  0.96  -2.08  -3.15  0.00
C  1.00  -2.92  -4.31  0.00
C  0.03  -3.91  -4.53  0.00
C  0.08  -4.71  -5.66  0.00
C  1.10  -4.54  -6.59  0.00
C  2.06  -3.56  -6.38  0.00
C  2.01  -2.76  -5.26  0.00
H  -0.76  -4.04  -3.80  0.00
H  -0.67  -5.48  -5.81  0.00
H  1.14  -5.17  -7.47  0.00
H  2.86  -3.42  -7.11  0.00
H  2.76  -1.99  -5.09  0.00